(1)
{
  "formula": "CH5ClN2O",
  "method": "ωB97M-V/def2-TZVPD",
  "smiles": "[H]/N=N/[H].C=O.Cl",
  "charge": 0,
  "spin_multiplicity": 1,
  "de_lowest_kcal_mol": 44.90,
  "lumo_ev": 0.5,
  "e_homo_ev": -9.379,
  "species": ["H", "N", "N", "H", "C", "O", "H", "H", "Cl", "H"],
  "coordinates": [[-1.688892, -2.271537, -0.636880], [-0.670075, -1.897471, -0.541916], [-0.109761, -2.250743, -1.583512], [0.681019, -1.793358, -1.824402], [0.128943, 0.840861, 0.010068], [-0.180550, 1.266241, -1.082507], [0.771795, -0.035876, 0.171838], [-0.358211, 1.079683, 1.034147], [0.958546, 2.942664, 1.773303], [0.467186, 2.119536, 2.679861]],
  "forces_ev_per_angstrom": [[1.9246, -0.0614, 0.7542], [-1.2364, 0.1198, -1.0282], [-4.9123, -2.1814, -0.0705], [4.1093, 1.9931, 0.3401], [-1.6288, -0.8975, 0.3407], [0.5250, -0.0489, 1.5336], [0.7117, 0.2603, -0.4465], [0.0594, 0.1398, -1.8946], [-0.0405, -0.1412, 1.1916], [0.4880, 0.8173, -0.7204]]
}

***

(2)
{
  "formula": "CH5ClP2",
  "method": "ωB97M-V/def2-TZVPD",
  "smiles": "[PH2]#[PH]CCl",
  "charge": 0,
  "spin_multiplicity": 1,
  "de_lowest_kcal_mol": 0.00,
  "lumo_ev": 0.8,
  "e_homo_ev": -8.912,
  "species": ["P", "P", "C", "Cl", "H", "H", "H", "H", "H"],
  "coordinates": [[-1.764705, -0.129083, -0.190866], [0.036578, 1.139199, -0.069982], [1.274113, -0.572509, 0.211059], [2.927327, -0.057743, -0.177826], [-2.052494, -0.225949, 1.200274], [-2.787943, 0.806107, -0.305648], [0.272091, 1.143309, -1.413555], [1.174250, -0.928425, 1.290898], [0.920783, -1.174908, -0.544353]],
  "forces_ev_per_angstrom": [[-0.2092, -0.8839, 0.0967], [1.2104, -1.5104, 2.0757], [-0.8818, 3.5252, 2.1708], [-0.1155, -0.1954, 0.2180], [0.3821, 0.0268, -0.0850], [-0.1418, 0.6329, -0.2603], [0.1211, -0.1511, -1.2194], [0.1917, 0.3849, -1.7633], [-0.5570, -1.8291, -1.2334]]
}

***

(3)
{
  "formula": "CH5CsN2O2",
  "method": "ωB97M-V/def2-TZVPD",
  "charge": 0,
  "spin_multiplicity": 1,
  "de_lowest_kcal_mol": 0.00,
  "lumo_ev": -1.0,
  "e_homo_ev": -7.547,
  "species": ["Cs", "O", "H", "C", "O", "N", "N", "H", "H", "H", "H"],
  "coordinates": [[-1.780512, -0.320246, -2.711352], [-2.636181, -1.032990, 0.112825], [-2.752241, -1.610186, -0.650464], [0.684197, 0.570245, 0.876536], [0.170678, 1.073878, 1.868206], [1.981281, 0.772557, 0.445145], [-0.058008, -0.160990, -0.004429], [2.266576, 0.278213, -0.372472], [2.657504, 1.292559, 0.971328], [0.503478, -0.444270, -0.783424], [-1.036771, -0.418770, 0.248101]],
  "forces_ev_per_angstrom": [[-0.2552, 0.1889, 0.5477], [0.4638, 0.5531, -1.0361], [-0.3030, -0.5910, 0.4781], [-1.2221, 1.0024, 0.5089], [1.0995, -0.2694, -0.2790], [-0.1182, 0.0113, 0.1817], [1.1702, 0.7577, 0.2570], [0.5049, -0.0169, -0.0429], [-0.1765, -0.0415, 0.1447], [-0.5516, -0.8089, -0.2451], [-0.6117, -0.7856, -0.5149]]
}

***

(4)
{
  "formula": "CH5FN2",
  "method": "ωB97M-V/def2-TZVPD",
  "smiles": "CNNF",
  "charge": 0,
  "spin_multiplicity": 1,
  "de_lowest_kcal_mol": 67.71,
  "lumo_ev": 1.1,
  "e_homo_ev": -10.081,
  "species": ["C", "N", "N", "F", "H", "H", "H", "H", "H"],
  "coordinates": [[-0.041705, 0.874069, 0.499303], [0.755622, -0.098950, -0.330326], [0.217819, -1.299296, -0.493774], [-1.198729, -1.185527, -1.098127], [-1.020700, 1.125544, 0.131898], [-0.407314, 0.326743, 1.295932], [0.525939, 1.850840, 0.906724], [1.129818, 0.208509, -1.217483], [0.039252, -1.801933, 0.305853]],
  "forces_ev_per_angstrom": [[1.7467, 1.9285, -0.3944], [-1.1264, 0.7827, 0.8875], [0.7357, 0.8790, -3.5505], [0.7135, -0.0436, 0.6988], [-0.0529, 0.6736, -1.3777], [0.1322, -1.2893, 2.3201], [-1.0378, -2.5026, -1.2484], [-0.1213, 0.3648, 0.1655], [-0.9896, -0.7932, 2.4990]]
}

***

(5)
{
  "formula": "CH5INO",
  "method": "ωB97M-V/def2-TZVPD",
  "charge": 1,
  "spin_multiplicity": 1,
  "de_lowest_kcal_mol": 10.17,
  "lumo_ev": -4.9,
  "e_homo_ev": -13.856,
  "species": ["C", "N", "O", "I", "H", "H", "H", "H", "H"],
  "coordinates": [[-0.976167, -0.076714, 0.010293], [-1.748242, 0.736010, -0.776520], [-0.574462, 0.284913, 1.172259], [2.566705, -0.329540, 0.189676], [-0.710786, -1.017672, -0.344739], [-2.042504, 0.160634, -1.631225], [3.873927, -0.567907, -0.549932], [-2.051447, 1.759014, -0.576531], [0.064068, -0.200735, 1.723826]],
  "forces_ev_per_angstrom": [[-1.7102, 3.6551, -0.2943], [1.2637, -2.2775, 0.8950], [-0.6774, 1.3812, -0.0851], [-1.6295, 0.4237, 0.9479], [0.2867, -1.6306, -0.8636], [0.2016, 1.9859, 1.3867], [1.7511, -0.4037, -1.0129], [0.7176, -2.5566, -0.3512], [-0.2035, -0.5775, -0.6225]]
}

***

(6)
{
  "formula": "CH5INO",
  "method": "ωB97M-V/def2-TZVPD",
  "charge": 1,
  "spin_multiplicity": 1,
  "de_lowest_kcal_mol": 10.67,
  "lumo_ev": -5.4,
  "e_homo_ev": -13.660,
  "species": ["C", "N", "O", "I", "H", "H", "H", "H", "H"],
  "coordinates": [[0.903087, -0.067281, 0.914422], [0.474769, -1.182709, 0.313369], [1.717330, 0.643871, 0.231944], [-2.622908, 0.534782, -0.283131], [0.895815, 0.000585, 2.038506], [-0.341194, -1.757817, 0.405411], [-3.992552, 1.197822, -0.421091], [0.730058, -1.054564, -0.630569], [2.127039, 1.431101, 0.645417]],
  "forces_ev_per_angstrom": [[0.5345, -2.8145, 1.9858], [0.7102, 2.9746, 0.1803], [-0.1125, 0.6344, -0.5293], [1.6946, -0.7929, 0.1405], [-0.7751, 0.4416, -1.1904], [-0.3693, -0.1445, 1.1722], [-1.6692, 0.8070, -0.1387], [0.3005, -0.6661, -1.8212], [-0.3137, -0.4396, 0.2008]]
}

***

(7)
{
  "formula": "CH5IOSi",
  "method": "ωB97M-V/def2-TZVPD",
  "charge": 0,
  "spin_multiplicity": 1,
  "de_lowest_kcal_mol": 84.28,
  "lumo_ev": [-0.3, -0.3],
  "e_homo_ev": [-9.168, -9.168],
  "species": ["C", "O", "Si", "I", "H", "H", "H", "H", "H"],
  "coordinates": [[-1.093759, 0.384781, 1.114755], [-0.037211, 1.023600, 0.481696], [1.358589, 0.074379, -0.968432], [0.457922, -0.341784, -3.259474], [-0.929020, 0.464529, 2.234563], [-0.887440, -0.689357, 1.126037], [-2.081489, 0.543055, 0.675075], [1.263758, -1.076039, -0.029911], [2.323773, 1.127845, -1.171375]],
  "forces_ev_per_angstrom": [[1.7346, -1.8492, 1.0886], [2.5382, 0.0172, -2.9580], [-4.4863, 1.0768, 2.2647], [0.3389, 0.0430, 1.0341], [-1.0147, 1.0450, -0.9449], [-0.4657, -0.7064, -0.6346], [0.0242, 0.3783, 0.4438], [0.7999, -0.0507, -0.6320], [0.5309, 0.0460, 0.3383]]
}

***

(8)
{
  "formula": "CH5N2",
  "method": "ωB97M-V/def2-TZVPD",
  "smiles": "NC=[NH2+]",
  "charge": 1,
  "spin_multiplicity": 1,
  "de_lowest_kcal_mol": 1.45,
  "lumo_ev": -4.1,
  "e_homo_ev": -16.662,
  "species": ["N", "C", "N", "H", "H", "H", "H", "H"],
  "coordinates": [[-0.352636, 0.917704, 0.639207], [-0.369343, -0.068449, -0.217405], [0.645489, -0.871058, -0.407474], [0.456277, 1.189128, 1.176014], [-1.179683, 1.473954, 0.746835], [-1.301170, -0.255333, -0.733971], [0.486720, -1.642027, -1.018822], [1.614344, -0.743921, -0.184381]],
  "forces_ev_per_angstrom": [[-0.1715, 0.1575, -0.3469], [0.5967, 0.2093, 0.9998], [-0.5077, -0.3364, -0.8545], [0.1210, -0.0883, 0.0325], [-0.1869, 0.2540, 0.0629], [0.0224, -0.1828, -0.0450], [-0.0520, -0.4731, -0.4694], [0.1780, 0.4597, 0.6206]]
}

***

(9)
{
  "formula": "CH5N2O",
  "method": "ωB97M-V/def2-TZVPD",
  "smiles": "[NH3+][C@@H]1NO1",
  "charge": 1,
  "spin_multiplicity": 1,
  "de_lowest_kcal_mol": 91.72,
  "lumo_ev": -4.3,
  "e_homo_ev": -16.155,
  "species": ["N", "C", "N", "O", "H", "H", "H", "H", "H"],
  "coordinates": [[0.612179, 0.269297, -0.106031], [-0.850007, 0.055495, 0.513608], [-1.822569, -0.750606, -0.030505], [-1.799989, 0.779032, -0.142504], [0.754526, 1.257719, -0.132799], [0.554891, 0.183233, -1.099678], [1.411476, -0.292702, 0.338060], [-0.724723, 0.143016, 1.678800], [-1.581809, -1.141001, -0.882777]],
  "forces_ev_per_angstrom": [[-0.8350, -1.2585, 0.8008], [1.3372, 1.1726, 2.9042], [-0.7131, 0.9738, 2.3007], [0.6470, -1.0593, -0.1398], [0.6183, 1.2918, 1.2369], [0.0873, -1.3214, -1.2513], [-1.4120, 1.1018, -0.8253], [-0.2919, -0.2032, -2.3817], [0.5623, -0.6976, -2.6445]]
}

***

(10)
{
  "formula": "CH5N2O2",
  "method": "ωB97M-V/def2-TZVPD",
  "charge": -1,
  "spin_multiplicity": 1,
  "de_lowest_kcal_mol": 149.09,
  "lumo_ev": [4.6, 4.6],
  "e_homo_ev": [-1.728, -1.828],
  "species": ["C", "N", "N", "O", "O", "H", "H", "H", "H", "H"],
  "coordinates": [[1.778735, -0.342352, 0.376768], [-2.329781, -0.302492, 0.602219], [0.312038, 0.445403, -1.452689], [1.295227, 0.898732, -2.108554], [0.532463, 0.061320, -0.203308], [-2.271751, 0.669599, 0.227420], [1.732940, -0.364494, 1.455179], [2.575737, 0.292426, -0.080166], [-2.025959, -0.842998, -0.176009], [-1.599645, -0.515145, 1.359140]],
  "forces_ev_per_angstrom": [[0.9108, 0.9514, -2.1336], [0.3476, 0.5149, 1.4453], [1.3292, 1.3261, -0.4081], [-1.1986, -1.3906, 1.5731], [-0.0999, -0.7500, 0.0623], [0.4688, -1.0342, 0.9797], [-0.4601, 0.3759, 0.2064], [-0.3636, -0.5067, 0.6811], [0.3700, -0.5785, -0.6582], [-1.3043, 1.0916, -1.7481]]
}